{"formula": "C22H14Cl2MnN3O3S2", "method": "the ωB97M-V functional and the def2-TZVPD basis", "spin_multiplicity": 5, "s_squared": 6.052, "homo_ev": [-7.740, -7.832], "total_energy_ha": -4104.627350, "symbols": ["Cl", "C", "H", "N", "N", "C", "C", "H", "Cl", "H", "C", "C", "C", "C", "H", "C", "C", "C", "H", "H", "O", "H", "C", "H", "C", "C", "H", "C", "H", "O", "C", "H", "C", "S", "C", "C", "O", "S", "H", "H", "C", "C", "C", "H", "Mn", "N", "C"], "coordinates": [[-2.3100, 1.4404, -5.3046], [0.6856, -5.5527, -0.7483], [-2.0457, -4.0740, 0.5779], [5.2039, 1.4304, 3.5093], [-1.5015, 1.5942, -0.3317], [-2.2968, 2.0189, -1.3598], [-4.1568, 3.2451, -2.2712], [5.9208, 1.4868, 4.2133], [-5.5343, 4.2855, -2.0674], [-1.1058, 1.5937, 1.6774], [-1.1054, -4.1752, 0.0511], [1.0703, -0.2577, 1.7513], [1.9969, -0.1898, 2.7772], [-2.6967, 1.9569, -3.7059], [-4.4827, 3.9098, 0.4006], [-0.5299, -3.0232, -0.5034], [2.1926, 1.3523, 0.5498], [-0.5165, -5.4162, -0.0648], [-0.9992, -6.2792, 0.3767], [1.1608, -6.5190, -0.8492], [2.4797, -2.3448, -2.5047], [3.9469, 2.1925, 1.3564], [-3.3962, 2.8641, -1.1380], [0.2256, -0.9374, 1.7671], [3.1630, 1.4686, 1.5267], [-3.8103, 2.7997, -3.5124], [2.1977, -4.4976, -1.8419], [4.0876, 0.7467, 3.8006], [5.4235, 1.7541, 2.5850], [-0.8600, 0.7696, -2.7412], [-3.6440, 3.2591, 0.1927], [-3.0071, 3.1113, 2.2302], [1.4972, -2.0802, -1.8520], [3.8202, 0.0543, 5.2540], [-1.9098, 1.5422, -2.6478], [-2.8322, 2.8232, 1.2043], [1.1357, -0.8040, -1.7389], [-1.4907, -1.5572, -0.2547], [1.8961, -0.8182, 3.6492], [2.2492, 1.9414, -0.3568], [3.0694, 0.6824, 2.6718], [0.6853, -3.1601, -1.1907], [-1.7561, 1.9742, 0.9005], [-4.3918, 3.0949, -4.3746], [-0.1576, 0.2157, -1.0244], [1.1643, 0.5090, 0.6618], [1.2651, -4.4305, -1.3003]], "forces_ev_per_a": [[0.009, -0.004, 0.032], [-0.014, 0.038, -0.007], [-0.002, 0.017, -0.001], [0.096, -0.009, 0.099], [0.045, -0.162, -0.197], [0.087, 0.011, 0.062], [-0.008, 0.027, 0.155], [-0.004, -0.009, 0.004], [0.036, -0.028, -0.027], [0.004, -0.004, -0.010], [-0.047, -0.004, 0.013], [0.114, 0.061, 0.051], [-0.125, -0.094, -0.165], [-0.123, 0.082, -0.049], [-0.003, -0.004, -0.003], [-0.014, -0.024, 0.022], [0.049, -0.108, 0.144], [0.014, -0.038, -0.001], [0.002, 0.000, 0.004], [-0.003, -0.005, -0.003], [0.055, -0.097, 0.151], [0.032, -0.012, 0.085], [-0.103, 0.073, -0.032], [0.018, -0.014, 0.049], [-0.098, 0.044, -0.085], [0.097, -0.073, -0.046], [0.002, -0.001, -0.002], [-0.293, 0.129, -0.663], [-0.019, -0.043, -0.023], [-0.053, 0.420, 0.012], [-0.061, 0.047, -0.038], [-0.002, 0.004, 0.004], [-0.128, 0.393, -0.361], [-0.007, -0.043, 0.236], [0.103, -0.047, -0.035], [0.139, -0.104, -0.033], [-0.065, -0.230, 0.110], [0.300, 0.254, -0.033], [0.009, -0.002, 0.022], [-0.024, 0.004, -0.003], [0.345, 0.023, 0.407], [0.094, -0.028, 0.078], [-0.159, 0.079, 0.057], [-0.003, -0.005, -0.005], [-0.300, -0.779, 0.096], [0.023, 0.285, -0.106], [-0.014, -0.015, 0.033]]}